No. 1
This record from the Open Molecules 2025 dataset describes a structure of composition C28H25FN4O6 at a distorted geometry. The level of theory is ωB97M-V/def2-TZVPD.

Energy, eV: -50382.137
HOMO level, eV: -7.77
Charge: 0

```
64
Properties=species:S:1:pos:R:3:forces:R:3
C -5.559763 -0.776157 1.531763 -2.014 2.304 -4.902
C -4.251622 -0.621782 0.541440 -6.548 0.568 -2.256
O -4.323360 -0.492007 -0.689145 -0.545 -0.592 1.467
N -3.187864 -0.542578 1.226143 2.491 -0.326 -1.976
C -1.923825 -0.448216 0.636101 0.543 0.720 9.001
C -0.989266 -0.209284 1.782097 0.152 -0.981 2.581
C 0.257418 0.081897 1.507193 4.540 3.014 -5.637
C 0.604106 0.413814 -0.128101 -1.391 -3.470 2.439
C -0.421455 0.200079 -1.049092 4.881 0.776 1.128
C -1.611304 -0.200263 -0.575631 -3.818 0.750 -5.507
H -2.484856 -0.098521 -1.280262 1.159 -0.675 0.771
H -0.247817 0.400812 -2.105897 -0.089 -0.051 0.197
N 1.938338 0.622998 -0.554069 -7.251 13.412 4.809
C 2.295705 2.190463 -0.548463 1.654 -4.316 -2.646
O 3.297769 2.415941 -1.260583 -3.158 0.685 2.691
C 1.270963 3.116252 0.153180 3.997 1.218 -1.166
N 0.005566 2.921585 -0.351804 -3.418 1.864 -5.461
C -1.098481 2.939845 0.551950 0.408 0.117 -9.968
O -0.813486 3.095827 1.615488 0.885 0.843 11.590
C -2.411297 2.923505 -0.045144 -0.215 -0.718 -0.649
C -3.666787 2.781894 0.328636 0.196 -0.260 12.944
C -4.662042 2.732365 -0.480476 11.983 1.998 -8.150
C -3.810867 2.758159 -1.723912 -3.441 -0.136 -1.880
O -2.564478 2.841480 -1.336045 2.214 0.548 -5.716
H -4.087836 2.721851 -3.052534 1.197 0.116 4.818
H -5.522170 2.553874 -0.568911 -12.423 -2.338 -0.193
H -3.809366 2.646696 1.467808 -0.015 0.468 -1.614
H -0.191144 3.280390 -1.423453 0.668 -1.466 3.785
H 1.252254 2.981976 1.226590 0.340 -0.064 0.163
H 1.811016 4.086832 -0.139341 -1.274 -0.579 0.817
C 2.878357 -0.117597 -0.898915 3.217 -9.564 0.044
C 4.238278 0.021583 -0.495269 0.537 3.114 6.098
C 5.383847 -0.198741 -1.168733 0.427 0.772 3.149
C 6.629399 -0.189222 -0.771371 3.020 1.862 3.978
C 6.860829 0.337349 0.535314 -0.534 2.642 2.029
C 5.874115 0.895878 1.405816 -3.351 -5.123 -8.402
C 4.567746 0.514042 0.741675 0.591 2.452 6.828
F 3.529439 0.836576 2.018572 1.394 -0.717 -3.581
H 5.969060 1.105122 2.387050 0.191 1.097 2.827
H 7.790252 0.673288 0.973691 1.073 -1.013 -0.763
H 7.556002 -0.362709 -1.249039 0.195 -0.629 -1.300
H 5.032018 -0.525782 -1.952413 -1.757 -3.438 -9.240
C 2.321116 -1.625390 -0.225355 2.646 -0.521 -0.178
O 2.753274 -2.133438 0.840044 -1.627 2.025 -2.973
N 1.502542 -2.226287 -1.146540 3.244 -7.281 16.022
H 1.393592 -1.929238 -1.922985 -2.028 4.591 -12.473
C 1.120634 -3.671472 -0.632952 0.223 1.899 -0.002
C -0.312553 -3.643737 -0.469015 -7.355 2.782 -5.190
C -1.427911 -3.300031 -1.523296 -1.490 -1.025 19.009
C -2.792039 -3.315214 -0.629376 18.093 0.572 1.566
C -2.264928 -3.427855 0.577500 2.054 0.303 -4.272
O -0.931141 -3.499679 0.687968 1.060 -0.813 1.485
H -2.673414 -3.460607 1.432911 -3.198 -0.256 6.171
H -3.587674 -3.383487 -0.969564 -13.329 -0.610 -5.258
H -1.240529 -3.407943 -2.368433 2.204 -1.441 -13.837
H 1.541732 -3.726949 0.489398 -0.021 -0.428 -3.094
H 1.273518 -4.376464 -1.497595 0.844 0.340 1.448
H 2.803313 -0.292778 -1.892713 0.723 -1.117 -3.969
H 1.154841 0.441909 2.093453 -1.412 -0.975 -0.153
H -1.010040 -0.247329 3.073166 -1.386 -0.286 -3.918
H -3.256538 -0.604374 2.173399 0.154 -0.215 2.914
H -5.661635 0.081367 2.189118 0.191 -0.045 0.186
H -5.455502 -1.660833 1.996974 0.429 -2.957 2.176
H -6.654033 -0.899708 0.941971 3.273 0.576 1.195
```
Positions in Å, forces in eV/Å.

---

No. 2
This record from the Open Molecules 2025 dataset describes a cluster of 2 separate species, C2H7N2S in total at a distorted geometry. The level of theory is ωB97M-V/def2-TZVPD.

Energy, eV: -16003.715
HOMO level, eV: -2.67
Charge: -1
Energy relative to the best compared isomer or geometry (same formula, charge and spin), kcal/mol: 6.3

```
12
Properties=species:S:1:pos:R:3:forces:R:3
C 1.080777 1.782813 0.615919 -0.762 -0.427 -0.299
S 1.733531 1.498334 -1.065477 0.129 -0.141 -0.011
H 1.353417 0.981375 1.314354 0.501 0.400 0.111
H -0.018115 1.722884 0.627510 0.034 0.252 -0.167
H 1.350502 2.783995 0.950157 0.153 -0.160 0.382
N 0.008381 -1.284738 -1.127596 -0.810 -0.252 0.978
C -0.800550 -1.268858 -0.037702 0.107 -0.555 1.130
N -2.005025 -1.726225 -0.019136 0.005 0.429 -0.822
H -0.643286 -1.484698 -1.870618 0.639 0.295 -0.952
H 0.729475 -0.523460 -1.174798 -0.393 -0.076 -0.352
H -0.357565 -0.985727 0.921415 0.353 0.564 -0.322
H -2.431546 -1.495696 0.865975 0.045 -0.328 0.325
```
Positions in Å, forces in eV/Å.

---

No. 3
This record from the Open Molecules 2025 dataset describes a cluster of 10 separate species, C25H51ClNO38PS9 in total at a distorted geometry. The level of theory is ωB97M-V/def2-TZVPD.

Energy, eV: -225361.808
HOMO level, eV: -8.41
Charge: 0
SMILES: NCCCCCP(Cl)CC(=O)O.O=S1(=O)OCCO1.O=S1(=O)OCCO1.O=S1(=O)OCCO1.O=S1(=O)OCCO1.O=S1(=O)OCCO1.O=S1(=O)OCCO1.O=S1(=O)OCCO1.O=S1(=O)OCCO1.O=S1(=O)OCCO1

```
126
Properties=species:S:1:pos:R:3:forces:R:3
N -1.406517 -6.586023 -0.768065 -0.490 0.369 -1.198
C -0.793933 -6.242826 -2.125140 -1.156 0.188 -1.017
C -1.967810 -5.762077 -3.157569 -0.301 0.059 -0.032
C -2.117069 -4.140990 -3.256483 -0.616 -0.799 -0.115
C -3.687053 -3.648294 -3.292077 0.950 0.549 0.205
C -4.420996 -3.865474 -1.832437 1.785 0.220 -1.219
P -6.284793 -3.516420 -1.879399 -0.196 0.716 1.000
Cl -6.634268 -2.319028 -3.626625 0.347 -1.120 0.665
C -7.318175 -5.085006 -2.157182 -0.420 -1.892 -1.477
C -6.513645 -6.353051 -2.747843 2.432 -1.330 -2.616
O -5.505449 -6.325723 -3.528737 -4.816 0.155 4.020
O -7.023635 -7.678873 -2.391282 -0.582 3.277 -0.107
H -2.117784 -5.844165 -0.547938 0.977 -0.796 -0.216
H -1.985564 -7.427348 -0.971474 0.459 0.789 0.280
H -0.032813 -5.375785 -2.055493 -1.006 -1.713 0.118
H -0.354876 -7.220456 -2.551904 -0.284 1.717 0.831
H -1.790137 -6.154527 -4.227351 -0.205 0.444 1.702
H -2.962393 -6.253788 -2.778586 1.735 0.933 -0.820
H -1.610926 -3.794443 -4.243809 -0.816 -0.440 1.876
H -1.551749 -3.684037 -2.360433 -1.061 -0.462 -1.482
H -4.275565 -4.122388 -4.164854 1.035 0.498 1.610
H -3.648063 -2.502492 -3.513610 -0.230 -2.027 0.498
H -4.132179 -4.892457 -1.377510 -0.883 1.511 -0.871
H -3.931210 -3.064764 -1.135600 -1.239 -1.346 -1.088
H -8.137996 -4.820520 -2.953205 1.581 -0.426 1.350
H -7.913105 -5.438003 -1.220583 1.338 0.949 -1.371
H -7.947138 -7.550205 -2.020580 1.599 -0.213 -0.481
C -0.726964 -7.892419 3.274471 0.058 -0.656 0.020
C -1.928244 -8.232089 2.403235 0.466 0.186 -0.659
O -3.062149 -7.767257 3.135443 0.209 0.488 0.934
S -2.635790 -6.452361 3.991299 0.071 0.037 -0.202
O -3.029080 -5.286662 3.250189 0.275 -0.869 0.934
O -3.002445 -6.665115 5.362332 0.086 0.352 -1.180
O -1.025335 -6.621763 3.852626 -0.939 0.211 -0.191
H -0.610487 -8.617051 4.086057 -0.001 0.006 -0.067
H 0.198857 -7.841341 2.698527 -0.162 0.257 0.086
H -2.009558 -9.302030 2.205513 -0.198 0.125 0.222
H -1.892754 -7.688550 1.454145 0.170 -0.071 0.064
C -1.875979 0.725639 -5.594889 0.088 0.695 -0.265
C -0.369370 0.791723 -5.386306 -0.004 -0.326 -0.594
O -0.187709 0.754583 -3.970393 -0.789 -0.217 0.574
S -1.371553 -0.142098 -3.307508 -0.480 0.813 -0.256
O -0.864243 -1.469392 -3.092193 -0.543 1.175 0.134
O -1.999146 0.627691 -2.271139 -0.868 0.177 -7.586
O -2.358091 -0.180015 -4.601880 0.724 -0.543 0.355
H -2.341653 1.700370 -5.421195 0.041 -0.034 -0.110
H -2.138722 0.371341 -6.593309 -0.035 -0.112 0.241
H 0.069409 1.696636 -5.807254 -0.066 -0.111 0.299
H 0.126644 -0.085343 -5.813634 -0.033 0.099 -0.071
C -1.245531 0.163179 2.756778 -0.168 -0.566 0.286
C 0.109065 -0.473908 2.472792 0.264 0.435 0.468
O 0.200136 -0.533861 1.048287 -0.651 0.584 -0.583
S -0.596736 0.733435 0.412650 -0.433 -0.985 0.641
O 0.362612 1.763887 0.118977 -0.917 -0.583 -0.130
O -1.537077 0.242911 -0.559713 3.002 -0.446 7.323
O -1.410292 1.166398 1.752973 0.789 0.235 -0.666
H -2.055284 -0.564829 2.647367 0.066 -0.011 0.021
H -1.291016 0.608164 3.750737 -0.013 0.155 -0.424
H 0.199642 -1.469192 2.905569 -0.113 0.089 -0.635
H 0.925238 0.156739 2.837256 -0.128 -0.054 0.006
C -3.979215 5.137747 -2.938830 -0.358 0.110 0.607
C -4.682565 3.787970 -2.895587 0.707 -0.266 0.264
O -5.524158 3.770886 -4.048611 0.114 0.853 -0.647
S -4.814166 4.625629 -5.235336 0.023 -0.104 0.142
O -4.131800 3.705731 -6.105525 -0.632 1.014 0.542
O -5.749319 5.603268 -5.712717 0.780 -1.031 0.150
O -3.701412 5.376177 -4.318788 -0.428 -0.710 -0.586
H -4.635435 5.936553 -2.580573 0.042 -0.064 0.015
H -3.054997 5.140026 -2.357950 -0.006 0.002 -0.301
H -5.271130 3.654250 -1.986861 -0.130 0.034 -0.280
H -3.965530 2.966131 -2.988315 -0.010 0.051 0.126
C 1.751528 4.423369 0.717303 0.535 -0.646 -0.261
C 3.098893 5.110003 0.895489 -0.166 -0.213 0.705
O 3.089746 6.192854 -0.034416 -0.871 0.175 -0.501
S 1.566974 6.739656 -0.194841 0.015 -0.266 0.157
O 1.407541 7.883473 0.659931 -0.074 -0.808 -0.927
O 1.236567 6.757906 -1.591221 0.316 0.325 1.164
O 0.813815 5.479066 0.500011 0.473 1.072 -0.125
H 1.750667 3.779854 -0.166565 -0.002 0.003 0.179
H 1.468525 3.836391 1.592834 -0.137 0.183 -0.151
H 3.936801 4.439692 0.698515 -0.072 0.222 -0.176
H 3.198096 5.529711 1.901637 0.032 -0.089 -0.015
C 2.556512 -1.583087 7.034448 0.048 0.327 0.668
C 1.447221 -2.410070 7.670780 0.539 -0.509 0.019
O 0.264202 -2.056079 6.955460 0.170 0.668 -0.816
S 0.660162 -1.708510 5.418022 0.280 -0.295 0.634
O 0.419299 -2.876067 4.617356 0.110 1.255 0.450
O 0.127866 -0.413707 5.093928 0.337 -1.386 0.643
O 2.262804 -1.566485 5.637737 -0.967 -0.357 -0.206
H 2.538195 -0.551668 7.398708 0.024 -0.077 -0.010
H 3.544533 -2.012138 7.210869 -0.135 0.014 -0.290
H 1.330857 -2.201361 8.735231 -0.219 0.099 -0.210
H 1.621266 -3.480976 7.527393 0.038 0.074 0.063
C 3.623198 3.540195 -7.274389 0.243 -0.189 0.621
C 4.309703 2.273397 -7.767166 0.481 0.461 -0.245
O 3.248141 1.405725 -8.162545 -0.907 0.437 0.119
S 2.014016 2.301787 -8.726027 0.224 0.110 -0.282
O 2.100493 2.336001 -10.158547 -0.423 -0.024 1.335
O 0.820637 1.920962 -8.025377 0.905 0.151 -0.815
O 2.515632 3.737332 -8.153151 -0.098 -0.814 -0.569
H 3.234282 3.409250 -6.260184 0.084 0.012 -0.040
H 4.287726 4.405767 -7.298713 -0.241 -0.039 -0.177
H 4.922858 1.805366 -6.995704 -0.275 -0.128 -0.089
H 4.926356 2.475983 -8.648313 0.008 0.030 0.102
C 2.957858 3.055095 6.885352 0.373 0.344 0.348
C 3.408483 4.039762 5.813548 -0.611 0.101 0.010
O 4.144534 3.257571 4.874872 -2.703 -2.956 1.694
S 3.513387 1.760442 4.825141 0.022 0.426 -0.064
O 2.614167 1.689289 3.706666 0.805 -0.275 0.893
O 4.571179 0.814181 5.037700 -0.938 0.693 -0.402
O 2.624696 1.858078 6.184205 0.083 -0.036 -0.649
H 3.772368 2.827930 7.579825 -0.030 0.078 -0.024
H 2.095291 3.421004 7.445550 -0.018 -0.227 -0.189
H 4.029860 4.840058 6.218412 0.146 -0.215 -0.200
H 2.550205 4.474579 5.291679 0.016 0.040 0.128
C 8.509700 5.933835 5.029103 0.365 0.543 -0.101
C 7.312847 6.875324 5.011321 0.029 -0.093 0.601
O 6.597372 6.543997 3.822390 0.427 -0.689 -0.358
S 6.777266 4.955567 3.520674 0.297 0.142 -0.294
O 5.621019 4.264720 4.033543 3.438 2.149 -2.005
O 7.244320 4.799809 2.173204 -0.679 0.066 1.118
O 8.019314 4.687650 4.534784 -0.895 0.166 -0.237
H 9.296092 6.282631 4.353248 -0.050 0.030 0.080
H 8.922358 5.810099 6.032085 -0.139 -0.210 -0.150
H 7.609261 7.925205 5.002642 -0.127 -0.134 -0.240
H 6.653185 6.690966 5.865117 0.106 0.050 0.021
```
Positions in Å, forces in eV/Å.

---

No. 4
This record from the Open Molecules 2025 dataset describes a structure of composition C13H15CoN3O9PS2. The level of theory is ωB97M-V/def2-TZVPD.

Energy, eV: -105208.471
⟨S²⟩: 2.034
HOMO level (spin up / spin down), eV: -1.50 / -0.53
2S+1: 3
Charge: -2

```
44
Properties=species:S:1:pos:R:3:forces:R:3
Co -0.810934 -0.240501 -1.345965 -0.138 0.147 0.370
C -4.546267 0.270021 3.665643 -0.005 0.036 0.063
C -4.839421 -0.061928 2.213570 0.044 -0.025 0.016
O -4.055570 -1.146529 1.731971 0.079 0.040 -0.014
P -2.515693 -0.921438 1.239774 -0.062 -0.021 0.262
S -1.978733 -2.495697 0.221106 0.020 -0.101 -0.194
S -2.279808 0.865562 0.428024 0.020 0.078 -0.173
O -1.825984 -0.912712 2.714707 0.086 -0.034 0.124
C -0.471235 -0.475027 2.901922 -0.133 -0.056 -0.044
C 0.541879 -1.569977 2.643349 0.046 -0.046 -0.004
H -5.293290 0.977673 4.041375 0.039 -0.021 -0.014
H -3.556505 0.714071 3.767388 -0.025 -0.017 -0.013
H -4.575243 -0.633908 4.278560 -0.022 0.029 -0.028
H -4.672149 0.810782 1.578627 -0.010 0.037 -0.005
H -5.878432 -0.377598 2.098144 -0.028 -0.048 0.000
H -0.424771 -0.149538 3.942996 -0.009 0.043 0.050
H -0.290128 0.392047 2.264262 0.039 0.017 -0.054
H 0.337199 -2.444259 3.267293 -0.005 0.047 -0.009
H 1.544616 -1.198696 2.878334 -0.036 -0.016 -0.012
H 0.526399 -1.879388 1.600525 0.023 0.026 -0.027
O 1.235696 3.151437 -2.941261 -0.217 -0.155 0.007
C 0.983467 2.067269 -2.384533 0.660 0.150 0.132
O -0.094602 1.431156 -2.423093 -0.302 -0.144 -0.097
C 2.170850 1.445081 -1.595586 -0.102 -0.299 0.131
C 3.340589 2.145934 -1.636340 0.301 -0.008 0.121
C 4.516371 1.690726 -1.002621 0.357 0.582 -0.226
C 4.538725 0.485407 -0.341947 0.198 -0.128 0.126
C 3.394264 -0.260081 -0.304537 -0.360 -0.493 0.191
C 2.112994 0.176053 -0.855921 0.420 0.427 -0.135
O 1.082467 -0.487719 -0.647128 -0.292 -0.210 0.140
N 3.518595 -1.580505 0.343203 -0.033 0.502 -0.527
O 2.818205 -2.486583 -0.058954 0.101 -0.052 0.188
O 4.377689 -1.714211 1.213795 -0.141 -0.055 0.043
N 5.741914 2.465604 -1.067200 -0.548 -0.269 -0.041
O 6.750054 2.030489 -0.510051 -0.042 0.091 -0.060
O 5.728396 3.527483 -1.678842 0.107 -0.015 0.056
H 3.332527 3.078333 -2.182484 0.022 -0.001 0.006
H 5.441948 0.119637 0.121900 -0.019 0.016 0.001
C -2.789052 -1.242517 -5.152704 0.053 0.029 0.131
C -2.398621 -0.922539 -3.779702 -0.361 -0.037 -0.265
N -2.076526 -0.664727 -2.704949 0.249 -0.076 -0.364
H -3.515725 -2.054337 -5.168339 -0.008 -0.012 0.048
H -1.917521 -1.550228 -5.731492 0.032 0.002 0.045
H -3.228634 -0.374122 -5.642821 0.002 0.040 0.055
```
Positions in Å, forces in eV/Å.

---

- Which formula does entry 2 have?
  C2H7N2S